# 1
Computed, not measured: a structure of composition C32H25F6N3O7PReS3, with wB97M-V/def2-TZVPD.

XYZ file:
```
78
Properties=species:S:1:pos:R:3:lowdin_charge:R:1
Re -1.160 -0.178 0.214 1.586
O 0.465 -0.740 -3.752 -0.204
S 0.502 -0.858 -2.339 0.562
O 0.567 -2.185 -1.757 -0.358
O -0.550 -0.045 -1.671 -0.456
C 2.049 -0.113 -1.764 -0.246
C 3.053 -0.055 -2.715 -0.042
C 4.325 0.373 -2.367 -0.026
C 4.590 0.747 -1.059 -0.036
C 3.592 0.669 -0.104 -0.083
C 2.303 0.239 -0.445 -0.327
P 1.121 0.049 0.935 1.046
C 1.463 1.422 2.101 -0.327
C 1.826 2.684 1.631 -0.112
C 1.956 3.753 2.499 -0.057
C 1.696 3.583 3.849 -0.057
C 1.358 2.329 4.331 -0.057
C 1.248 1.251 3.467 -0.070
C 1.616 -1.518 1.702 -0.339
C 0.830 -2.032 2.734 -0.123
C 1.152 -3.247 3.308 -0.052
C 2.219 -3.986 2.822 -0.050
C 2.986 -3.486 1.786 -0.055
C 2.700 -2.250 1.232 -0.059
H 2.808 -0.349 -3.723 0.124
H 5.104 0.398 -3.111 0.119
H 5.573 1.095 -0.780 0.118
H 3.806 0.922 0.923 0.118
H 2.026 2.832 0.581 0.086
H 2.250 4.720 2.119 0.115
H 1.773 4.421 4.524 0.113
H 1.169 2.192 5.384 0.113
H 1.009 0.276 3.858 0.092
H -0.050 -1.492 3.052 0.077
H 0.566 -3.630 4.130 0.114
H 2.448 -4.950 3.249 0.115
H 3.806 -4.065 1.394 0.116
H 3.311 -1.876 0.425 0.107
C -1.325 2.939 -0.347 -0.136
N -1.802 1.768 0.389 -0.134
C -2.810 1.949 1.223 -0.031
C -3.122 0.879 2.064 -0.283
C -4.163 0.556 2.956 0.036
C -3.951 -0.758 3.337 -0.022
C -2.791 -1.201 2.683 -0.083
N -2.269 -0.219 1.940 -0.136
C -0.889 2.661 -1.764 -0.240
C 0.461 2.612 -2.103 -0.059
C 0.852 2.402 -3.413 -0.076
C -0.103 2.222 -4.399 -0.060
C -1.448 2.289 -4.075 -0.059
C -1.841 2.515 -2.768 -0.042
H -0.478 3.339 0.226 0.116
H -2.118 3.695 -0.361 0.134
H -3.356 2.883 1.245 0.149
H -4.954 1.213 3.260 0.123
H -4.564 -1.350 3.988 0.112
H -2.349 -2.182 2.722 0.125
H 1.210 2.763 -1.339 0.095
H 1.902 2.395 -3.666 0.112
H 0.193 2.040 -5.418 0.117
H -2.187 2.179 -4.851 0.115
H -2.889 2.592 -2.524 0.113
F -0.614 -5.596 -1.042 0.159
C -0.101 -4.415 -1.377 -0.645
F 1.075 -4.340 -0.764 0.159
F 0.063 -4.418 -2.685 0.177
S -1.346 -3.113 -0.770 0.688
O -0.735 -2.220 0.232 -0.467
O -2.330 -3.910 -0.121 -0.245
N -1.967 -2.310 -1.984 -0.294
S -3.353 -1.671 -1.598 0.653
O -4.448 -2.530 -1.356 -0.204
O -3.178 -0.639 -0.584 -0.378
C -3.835 -0.681 -3.132 -0.635
F -4.869 -1.244 -3.739 0.171
F -4.221 0.537 -2.737 0.131
F -2.856 -0.534 -4.011 0.160
```

Results
charge = +1
2S+1 = 2
LUMO (spin up / spin down) = -6.090 / -5.575 eV
gap between HOMO and LUMO (spin up / spin down) = 5.53 / 6.12 eV

=====

# 2
Computed, not measured: a structure of composition C16H26N5OSe2V, with wB97M-V/def2-TZVPD.

XYZ file:
```
51
Properties=species:S:1:pos:R:3:nbo_charge:R:1
V 0.927 -0.276 -0.084 0.890
C 3.792 0.544 -2.153 -0.768
Se 2.705 -1.033 -1.830 0.381
C 3.910 -1.916 -0.564 -0.551
C 3.179 -3.028 0.156 -0.573
Se 1.659 -2.380 1.202 0.423
C 2.671 -1.745 2.733 -0.767
H 3.949 1.082 -1.221 0.237
H 3.262 1.169 -2.868 0.235
H 4.738 0.232 -2.588 0.245
H 4.262 -1.149 0.126 0.230
H 4.754 -2.307 -1.131 0.245
H 3.845 -3.546 0.845 0.250
H 2.780 -3.766 -0.540 0.239
H 3.131 -2.594 3.230 0.236
H 1.962 -1.264 3.402 0.239
H 3.411 -1.016 2.417 0.232
N 0.188 1.654 -0.984 -0.839
C -1.055 1.408 -1.666 0.130
C -2.246 1.906 -1.159 -0.260
C -3.444 1.585 -1.781 -0.186
C -3.456 0.771 -2.906 -0.228
C -2.260 0.284 -3.413 -0.189
C -1.058 0.597 -2.793 -0.216
H 0.080 2.380 -0.281 0.387
H 0.892 1.991 -1.635 0.400
H -2.235 2.558 -0.293 0.221
H -4.371 1.991 -1.395 0.228
H -4.391 0.534 -3.396 0.232
H -2.259 -0.337 -4.298 0.230
H -0.124 0.216 -3.193 0.211
C -4.168 -0.541 2.021 -0.416
N -2.754 -0.289 1.745 -0.370
C -2.060 0.628 2.643 -0.414
C -2.132 -0.871 0.732 0.728
C -2.873 -1.838 -0.138 -0.706
O -0.932 -0.607 0.479 -0.715
H -4.525 0.230 2.697 0.230
H -4.312 -1.513 2.494 0.219
H -4.757 -0.492 1.108 0.220
H -2.381 1.655 2.459 0.214
H -0.987 0.554 2.499 0.226
H -2.300 0.367 3.672 0.223
H -3.373 -2.604 0.454 0.248
H -2.170 -2.303 -0.822 0.250
H -3.631 -1.309 -0.719 0.258
N 2.141 0.828 1.025 -0.764
C 2.768 1.780 1.335 0.643
N 3.497 2.742 1.692 -0.626
C 3.056 3.980 1.450 0.409
N 2.693 5.054 1.235 -0.400
```

Results
charge = +1
2S+1 = 2
LUMO (spin up / spin down) = -2.546 / -2.521 eV
gap between HOMO and LUMO (spin up / spin down) = 8.15 / 7.62 eV
energy relative to the best compared isomer or geometry (same formula, charge and spin) = 0.0 kcal/mol

=====

# 3
Computed, not measured: a cluster of 2 separate species, C37H45F5N2O4 in total, with wB97M-V/def2-TZVPD.

XYZ file:
```
93
Properties=species:S:1:pos:R:3:lowdin_charge:R:1
C -1.652 -3.440 1.380 -0.069
C -0.858 -2.714 2.423 -0.229
O -1.536 -1.460 2.650 -0.052
C -0.819 -0.622 3.447 -0.485
C -1.587 0.557 3.700 -0.136
C -1.314 1.509 4.803 -0.379
O -2.107 2.448 5.004 -0.020
C -0.112 1.370 5.693 -0.130
C 1.115 2.002 5.046 -0.193
C 0.992 3.513 4.729 -0.185
C 0.857 3.846 3.229 -0.198
C -0.528 4.330 2.760 -0.200
C -0.940 3.823 1.370 -0.216
C -1.544 2.420 1.374 -0.231
C -3.003 2.403 1.820 -0.202
C -3.501 0.969 2.055 -0.192
C -3.045 0.443 3.418 -0.179
O 0.306 -0.919 3.853 -0.007
H -1.069 -4.300 1.038 0.070
H -2.608 -3.791 1.787 0.082
H -1.835 -2.774 0.524 0.077
H -0.731 -3.263 3.369 0.140
H 0.128 -2.481 2.026 0.071
H -0.384 1.910 6.610 0.122
H 0.048 0.295 5.869 0.111
H 1.954 1.865 5.741 0.102
H 1.374 1.409 4.155 0.079
H 0.157 3.942 5.299 0.112
H 1.918 3.989 5.095 0.099
H 1.566 4.665 3.030 0.101
H 1.195 2.991 2.625 0.096
H -1.296 4.077 3.505 0.093
H -0.498 5.427 2.714 0.106
H -1.672 4.522 0.947 0.105
H -0.068 3.795 0.710 0.097
H -1.488 1.942 0.380 0.097
H -0.940 1.775 2.036 0.085
H -3.123 2.981 2.751 0.111
H -3.629 2.890 1.051 0.109
H -4.600 0.949 2.060 0.102
H -3.160 0.293 1.253 0.100
H -3.285 -0.612 3.564 0.112
H -3.495 1.086 4.185 0.112
C 1.389 -3.102 -5.953 -0.005
N 1.208 -2.069 -4.954 -0.032
C 0.781 -0.819 -5.302 -0.371
O 0.621 -0.401 -6.439 0.102
C 0.599 -0.038 -3.994 -0.152
C -0.857 0.349 -3.765 -0.051
C -1.399 1.189 -4.879 -0.085
C -2.277 0.665 -5.833 -0.136
F -2.664 -0.634 -5.732 0.094
C -2.719 1.410 -6.925 -0.108
F -3.538 0.863 -7.848 0.117
C -2.294 2.739 -7.057 -0.105
F -2.698 3.471 -8.111 0.124
C -1.433 3.301 -6.107 -0.109
F -1.015 4.577 -6.240 0.116
C -0.987 2.513 -5.047 -0.125
F -0.105 3.051 -4.156 0.093
N 1.077 -0.959 -2.957 0.047
C 1.001 -0.564 -1.656 0.019
C 1.369 -1.304 -0.538 -0.053
C 1.396 -0.965 0.824 0.075
C 2.276 -1.738 1.690 -0.215
C 2.689 -1.190 2.936 -0.019
C 3.319 -1.968 3.894 -0.040
C 3.703 -3.278 3.580 -0.048
C 3.470 -3.801 2.301 -0.073
C 2.785 -3.040 1.354 -0.020
C 1.456 -2.291 -3.524 -0.448
C 0.541 -3.398 -3.001 0.009
C 2.931 -2.691 -3.348 0.013
H 1.016 -2.736 -6.913 0.101
H 2.448 -3.372 -6.067 0.098
H 0.828 -4.008 -5.686 0.094
H 1.212 0.886 -4.035 0.175
H -1.467 -0.564 -3.679 0.141
H -0.923 0.903 -2.818 0.128
H 0.762 0.495 -1.541 0.151
H 1.774 -2.292 -0.769 0.063
H 0.860 -0.088 1.220 0.145
H 2.546 -0.119 3.077 0.111
H 3.529 -1.522 4.865 0.120
H 4.215 -3.881 4.324 0.109
H 3.851 -4.788 2.019 0.109
H 2.700 -3.439 0.332 0.100
H -0.502 -3.150 -3.241 0.105
H 0.811 -4.340 -3.492 0.089
H 0.663 -3.510 -1.919 0.079
H 3.573 -2.037 -3.953 0.103
H 3.233 -2.656 -2.297 0.078
H 3.066 -3.717 -3.716 0.093
```

Results
2S+1 = 1
LUMO = -2.730 eV
gap between HOMO and LUMO = 3.08 eV

=====

# 4
Computed, not measured: a cluster of 3 separate species, C26H55BrNO12P2 in total, with wB97M-V/def2-TZVPD.

XYZ file:
```
97
Properties=species:S:1:pos:R:3:lowdin_charge:R:1
C -1.711 -1.955 1.306 -0.121
C -2.348 -1.870 -0.226 -0.130
C -3.942 -1.368 -0.202 -0.238
O -4.736 -2.003 0.668 -0.041
O -4.349 -0.320 -1.150 -0.097
C -5.334 0.608 -0.575 -0.143
C -6.718 0.516 -1.492 -0.053
C -8.033 0.002 -0.647 -0.202
O -8.163 0.440 0.783 -0.091
C -9.418 -0.202 1.205 -0.079
N -9.322 -1.601 0.561 -0.090
C -9.524 -2.782 1.483 -0.030
C -7.917 -3.278 2.077 -0.132
C -7.752 -3.207 3.804 0.025
O -7.068 -2.149 2.747 -0.223
C -8.278 -1.649 -0.532 -0.181
C -8.631 -2.306 -1.992 -0.116
C -7.279 -3.097 -2.577 -0.245
C -6.920 -4.461 -1.707 -0.581
Br -5.329 -5.439 -2.525 0.537
H -0.571 -2.302 1.289 0.098
H -2.289 -2.727 1.996 0.086
H -1.848 -0.888 1.787 0.088
H -1.681 -1.200 -0.931 0.116
H -2.351 -2.956 -0.716 0.129
H -4.942 1.725 -0.726 0.151
H -5.524 0.486 0.573 0.145
H -7.015 1.581 -1.941 0.142
H -6.577 -0.235 -2.395 0.124
H -9.046 0.324 -1.190 0.160
H -10.356 0.269 0.658 0.163
H -9.755 -0.159 2.326 0.177
H -10.221 -1.608 -0.008 0.184
H -10.024 -2.462 2.496 0.138
H -9.989 -3.732 0.983 0.151
H -7.342 -4.217 1.476 0.166
H -6.778 -3.751 4.157 0.125
H -8.398 -2.439 4.404 0.121
H -7.189 -2.010 -0.300 0.146
H -8.826 -1.414 -2.738 0.127
H -9.578 -3.003 -1.993 0.129
H -6.331 -2.399 -2.493 0.106
H -7.460 -3.352 -3.724 0.132
H -7.850 -5.191 -1.606 0.091
H -6.566 -4.146 -0.631 0.038
O 2.031 -0.909 -1.566 -0.247
P 3.024 -0.739 -2.741 0.728
O 4.114 0.157 -1.873 -0.236
C 4.886 -0.498 -0.882 -0.301
C 5.935 -1.397 -1.503 -0.081
O 2.230 0.537 -3.453 -0.224
C 0.845 0.752 -3.238 -0.310
C 0.632 1.734 -2.098 -0.077
O 4.133 -0.549 -4.055 -0.198
C 4.382 -1.726 -4.808 -0.318
C 3.109 -2.350 -5.347 -0.087
H 4.238 -1.062 -0.204 0.107
H 5.381 0.282 -0.293 0.117
H 5.466 -2.275 -1.958 0.059
H 6.643 -1.750 -0.746 0.082
H 6.486 -0.875 -2.290 0.087
H 0.320 -0.193 -3.065 0.095
H 0.431 1.178 -4.157 0.115
H 1.131 1.410 -1.180 0.071
H -0.435 1.861 -1.890 0.070
H 1.057 2.711 -2.355 0.081
H 4.928 -2.443 -4.189 0.100
H 5.034 -1.446 -5.642 0.127
H 2.486 -2.736 -4.533 0.067
H 3.343 -3.184 -6.015 0.084
H 2.511 -1.612 -5.891 0.088
O 7.569 2.093 2.493 -0.240
P 8.308 3.432 2.735 0.727
O 7.725 3.635 4.272 -0.236
C 8.223 2.795 5.298 -0.306
C 9.650 3.151 5.661 -0.085
O 7.188 4.388 1.962 -0.226
C 6.326 3.854 0.971 -0.306
C 5.001 3.439 1.589 -0.076
O 9.133 4.928 3.005 -0.201
C 10.488 4.954 2.580 -0.320
C 10.644 4.582 1.118 -0.086
H 8.144 1.744 5.002 0.106
H 7.580 2.940 6.173 0.120
H 10.333 2.859 4.857 0.060
H 9.961 2.630 6.571 0.080
H 9.761 4.228 5.811 0.086
H 6.803 3.026 0.436 0.100
H 6.145 4.642 0.233 0.116
H 5.137 2.737 2.416 0.071
H 4.352 2.975 0.839 0.072
H 4.486 4.313 2.003 0.078
H 11.077 4.284 3.212 0.099
H 10.858 5.971 2.740 0.126
H 10.380 3.533 0.950 0.068
H 11.679 4.723 0.795 0.084
H 9.986 5.187 0.488 0.088
```

Results
charge = +1
2S+1 = 1
LUMO = -2.986 eV
gap between HOMO and LUMO = 7.64 eV
energy relative to the best compared isomer or geometry (same formula, charge and spin) = 342.4 kcal/mol